Entry 1:
Here is a single C5H7N3OS molecule from the OMol25 dataset. Energies are from ωB97M-V with the def2-TZVPD basis set.

Atoms and positions in Å:
C -0.593 -1.574 0.679
C -1.558 -0.737 0.238
C 1.271 -0.532 -0.218
C -0.519 1.030 -0.243
C 2.705 -0.652 -0.612
N 0.681 -1.588 0.309
N 0.746 0.666 -0.210
N -0.959 2.058 0.521
O -3.526 0.794 -0.185
S -3.079 -0.611 -0.304
H -0.818 -2.243 1.512
H -1.031 0.979 -1.205
H 3.091 -1.628 -0.336
H 3.281 0.133 -0.130
H 2.798 -0.524 -1.689
H -1.946 2.261 0.441
H -0.544 2.167 1.433

The calculation puts the energy at -22648.5421 eV. Its charge is 0. As for the lowest unoccupied orbital energy: -0.84 eV. The calculation puts the HOMO-LUMO gap at 0.296 Eh.

Entry 2:
Here is a molecular structure, C16H8Co2N2O6 from the OMol25 dataset. Energies are from ωB97M-V with the def2-TZVPD basis set.

Atoms and positions in Å:
C 5.122 2.187 1.939
C 4.082 3.072 2.235
C 2.777 2.743 1.802
C 2.511 1.536 1.029
C 3.573 0.672 0.814
C 4.863 1.007 1.252
N 1.147 1.458 0.764
C 0.635 2.572 1.385
N 1.562 3.349 2.009
H 6.140 2.409 2.245
H 4.230 4.004 2.782
H 3.337 -0.247 0.303
H 5.670 0.325 1.037
H -0.422 2.815 1.364
O -1.883 -0.560 -4.889
C -2.379 -0.951 -3.925
Co -3.094 -1.558 -2.416
C -3.867 -0.034 -1.941
O -4.371 0.953 -1.616
C -4.250 -2.534 -3.324
O -5.024 -3.171 -3.910
C -1.239 -1.608 -1.627
C -0.746 -0.866 -0.552
C 0.363 -0.276 0.085
Co -2.176 -1.863 -0.081
C -2.739 -0.499 0.842
O -2.942 0.477 1.433
C -1.809 -2.988 1.258
O -1.671 -3.686 2.167
C -3.832 -2.616 -0.528
O -4.816 -3.160 -0.232
H -0.560 -2.203 -2.279
H 0.558 -0.675 1.108
H 1.250 -0.083 -0.531

The calculation puts the energy at -107237.0292 eV. Its charge is -2. As for the lowest unoccupied orbital energy: 5.04 eV. The calculation puts the HOMO-LUMO gap at 0.194 Eh.

Entry 3:
Here is 3 unconnected molecules or ions with the total composition C3H12N2O3 from the OMol25 dataset. Energies are from ωB97M-V with the def2-TZVPD basis set.

Atoms and positions in Å:
O -1.578 -0.899 -3.017
C -1.876 -0.576 -1.901
C -1.025 -1.055 -0.719
N 0.008 0.022 -0.722
C 1.354 -0.294 -0.203
N 2.382 0.434 -0.944
H -2.800 0.008 -1.767
H -0.555 -1.948 -1.116
H -1.606 -1.196 0.196
H -0.295 0.816 -0.162
H 1.458 0.005 0.829
H 1.571 -1.357 -0.290
H 2.123 0.421 -1.919
H 2.371 1.388 -0.617
H -0.456 -0.799 1.551
H 0.465 -1.233 2.728
O -0.175 -0.564 2.444
H -0.004 1.945 2.425
H -1.155 2.516 1.629
O -0.205 2.367 1.576

The SMILES is NCNCC=O.O.O. The calculation puts the energy at -12427.1847 eV. Its charge is 0. As for the lowest unoccupied orbital energy: 0.47 eV. The calculation puts the HOMO-LUMO gap at 0.355 Eh.

Entry 4:
Here is a single C21H19N5O7S2 molecule from the OMol25 dataset. Energies are from ωB97M-V with the def2-TZVPD basis set.

Atoms and positions in Å:
C 0.615 4.210 1.234
H 0.312 5.210 0.931
O 1.628 3.836 0.324
C 2.266 2.658 0.485
C 2.003 1.730 1.490
C 2.727 0.552 1.551
C 3.714 0.278 0.615
C 3.991 1.209 -0.382
C 3.274 2.382 -0.447
H 3.467 3.109 -1.218
H 4.763 1.002 -1.108
N 4.465 -0.928 0.684
C 3.985 -2.187 0.704
S 4.863 -3.447 1.299
N 2.734 -2.442 0.194
N 2.150 -1.624 -0.764
C 1.090 -0.838 -0.461
C 0.320 -1.120 0.687
C -0.746 -0.334 1.036
C -1.079 0.765 0.250
C -0.381 1.055 -0.892
C 0.705 0.261 -1.266
N 1.417 0.640 -2.440
O 1.103 1.665 -2.998
O 2.324 -0.087 -2.833
H -0.657 1.903 -1.501
S -2.518 1.728 0.688
O -2.723 1.634 2.101
O -2.444 3.020 0.087
N -3.724 0.874 -0.110
C -3.994 -0.420 0.319
C -4.524 -0.600 1.596
C -4.832 -1.864 2.055
C -4.632 -2.976 1.246
C -4.103 -2.817 -0.015
C -3.761 -1.548 -0.494
C -3.133 -1.410 -1.814
O -2.756 -0.364 -2.307
O -2.962 -2.569 -2.459
H -2.551 -2.405 -3.323
H -3.937 -3.671 -0.653
H -4.890 -3.961 1.604
H -5.243 -1.985 3.046
H -4.676 0.272 2.210
H -3.539 0.930 -1.109
H -1.330 -0.532 1.921
H 0.605 -1.964 1.294
H 2.695 -1.363 -1.589
H 2.541 -3.435 0.105
H 5.425 -0.849 0.995
H 2.529 -0.160 2.338
H 1.237 1.913 2.226
H 0.993 4.240 2.260
H -0.252 3.545 1.175

The SMILES is COc1ccc(NC(=S)NNc2ccc(S(=O)(=O)Nc3ccccc3C(=O)O)cc2[N+](=O)[O-])cc1. The calculation puts the energy at -65536.2366 eV. Its charge is 0. As for the lowest unoccupied orbital energy: -0.86 eV. The calculation puts the HOMO-LUMO gap at 0.280 Eh.

Entry 5:
Here is 2 unconnected molecules or ions with the total composition C2H7NO3 from the OMol25 dataset. Energies are from ωB97M-V with the def2-TZVPD basis set.

Atoms and positions in Å:
N -0.281 1.364 1.869
C 0.431 1.400 0.613
O 0.028 0.189 -0.077
H 0.329 1.724 2.587
H -0.853 0.605 2.189
H 1.537 1.371 0.639
H 0.062 2.220 -0.013
H -0.197 0.397 -1.000
O -0.527 -1.071 -2.433
C -0.460 -2.028 -1.676
O 0.506 -2.111 -0.796
H -1.224 -2.841 -1.609
H 0.651 -1.219 -0.292

The SMILES is O=CO.NCO. The calculation puts the energy at -9819.2896 eV. Its charge is 0. As for the lowest unoccupied orbital energy: 0.83 eV. The calculation puts the HOMO-LUMO gap at 0.383 Eh.

Entry 6:
Here is 3 unconnected molecules or ions with the total composition C7H7Cl6N from the OMol25 dataset. Energies are from ωB97M-V with the def2-TZVPD basis set.

Atoms and positions in Å:
N -1.200 -0.103 3.420
C -2.310 0.349 4.089
C -3.556 -0.079 3.764
C -3.739 -0.857 2.665
C -2.640 -1.347 1.914
C -1.361 -0.931 2.354
H -2.004 1.036 4.864
H -4.342 0.289 4.406
H -4.773 -1.038 2.410
H -2.841 -1.889 1.002
H -0.502 -1.186 1.751
C 2.539 -0.554 -0.978
Cl 1.597 -1.950 -0.227
Cl 4.253 -0.459 -0.496
Cl 1.749 1.121 -0.721
H 2.505 -0.863 -2.022
C 3.324 1.602 -5.736
Cl 2.914 0.744 -4.262
Cl 4.795 2.479 -5.392
Cl 1.973 2.707 -6.267
H 3.622 0.927 -6.538

The SMILES is ClC(Cl)Cl.ClC(Cl)Cl.c1ccncc1. The calculation puts the energy at -83995.9196 eV. Its charge is 0. As for the lowest unoccupied orbital energy: 0.13 eV. The calculation puts the HOMO-LUMO gap at 0.358 Eh.

Entry 7:
Here is a molecular structure, C54H84N7O3STa from the OMol25 dataset. Energies are from ωB97M-V with the def2-TZVPD basis set.

Atoms and positions in Å:
Ta 0.682 0.446 -0.343
C 2.600 -0.641 7.064
C 3.745 -0.234 6.127
C 4.193 1.180 6.494
C 4.932 -1.191 6.321
C 3.274 -0.325 4.676
C 3.329 0.743 3.790
C 2.853 0.606 2.491
C 2.675 1.880 1.709
N 2.517 1.797 0.229
C 2.166 3.151 -0.263
C 1.968 3.133 -1.764
N 1.024 2.044 -2.184
C 1.570 1.269 -3.339
C 2.817 0.507 -2.993
N 2.644 -0.256 -1.733
C 3.836 -0.052 -0.877
C 3.839 1.367 -0.355
C 2.537 -1.711 -2.015
C 1.319 -2.212 -2.736
C 1.471 -3.332 -3.549
C 0.381 -3.917 -4.166
C -0.863 -3.316 -3.988
C -1.091 -2.172 -3.225
C 0.047 -1.680 -2.565
O -0.010 -0.580 -1.710
C -2.469 -1.502 -3.217
C -3.495 -2.313 -4.018
C -2.339 -0.128 -3.879
C -3.025 -1.323 -1.800
C 0.490 -5.188 -5.009
C 1.945 -5.586 -5.256
C -0.212 -6.327 -4.256
C -0.190 -4.981 -6.370
C -0.208 2.693 -2.762
C -1.428 2.926 -1.918
C -2.462 3.567 -2.601
C -3.613 3.960 -1.955
C -3.653 3.768 -0.575
C -2.658 3.145 0.164
C -1.560 2.638 -0.568
O -0.578 1.832 0.001
C -2.798 3.079 1.684
C -3.293 1.682 2.059
C -3.820 4.091 2.226
C -1.467 3.442 2.356
C -4.796 4.611 -2.664
C -4.549 4.760 -4.164
C -5.048 6.004 -2.068
C -6.039 3.733 -2.457
C 2.372 -0.626 2.043
O 1.841 -0.598 0.786
C 2.373 -1.762 2.869
C 2.795 -1.532 4.183
C 2.031 -3.219 2.499
C 3.195 -4.132 2.944
C 1.853 -3.469 1.004
C 0.751 -3.649 3.232
H 2.916 -0.558 8.105
H 2.279 -1.670 6.898
H 1.736 0.015 6.926
H 4.497 1.203 7.541
H 3.391 1.913 6.371
H 5.052 1.503 5.900
H 5.311 -1.117 7.342
H 5.746 -0.940 5.637
H 4.649 -2.230 6.145
H 3.700 1.709 4.113
H 3.545 2.516 1.901
H 1.810 2.431 2.092
H 2.928 3.886 0.014
H 1.237 3.444 0.225
H 2.902 3.022 -2.307
H 1.578 4.106 -2.053
H 1.745 1.936 -4.189
H 0.793 0.571 -3.637
H 3.681 1.163 -2.907
H 3.044 -0.173 -3.816
H 4.760 -0.254 -1.429
H 3.800 -0.759 -0.062
H 4.103 2.071 -1.137
H 4.617 1.466 0.402
H 2.623 -2.211 -1.054
H 3.412 -2.004 -2.604
H 2.464 -3.746 -3.683
H -1.705 -3.765 -4.493
H -3.202 -2.445 -5.060
H -4.444 -1.775 -4.014
H -3.672 -3.296 -3.577
H -1.958 -0.212 -4.900
H -1.674 0.509 -3.300
H -3.313 0.368 -3.917
H -2.959 -2.246 -1.220
H -4.079 -1.039 -1.859
H -2.511 -0.535 -1.255
H 2.462 -5.853 -4.331
H 2.508 -4.790 -5.751
H 1.976 -6.461 -5.905
H 0.254 -6.505 -3.284
H -0.155 -7.250 -4.835
H -1.268 -6.101 -4.089
H 0.243 -4.135 -6.907
H -1.264 -4.813 -6.277
H -0.057 -5.874 -6.984
H -0.500 2.142 -3.652
H 0.097 3.675 -3.125
H -2.335 3.753 -3.663
H -4.517 4.141 -0.048
H -4.313 1.545 1.695
H -3.305 1.547 3.146
H -2.683 0.913 1.593
H -4.846 3.835 1.960
H -3.611 5.106 1.885
H -3.768 4.089 3.317
H -0.630 2.870 1.969
H -1.553 3.285 3.437
H -1.253 4.502 2.203
H -3.693 5.405 -4.375
H -5.422 5.215 -4.631
H -4.384 3.794 -4.649
H -4.163 6.637 -2.155
H -5.328 5.952 -1.014
H -5.867 6.491 -2.601
H -5.878 2.726 -2.848
H -6.894 4.167 -2.977
H -6.301 3.648 -1.401
H 2.779 -2.372 4.863
H 4.149 -3.767 2.559
H 3.032 -5.137 2.552
H 3.279 -4.222 4.025
H 2.799 -3.296 0.481
H 1.064 -2.869 0.548
H 1.602 -4.521 0.858
H 0.800 -3.436 4.302
H 0.593 -4.723 3.114
H -0.117 -3.140 2.817
C -1.346 0.112 5.963
C -1.574 -0.556 4.662
N -2.425 -1.498 4.429
N -2.280 -1.771 3.106
C -1.356 -1.020 2.505
S -0.977 -1.189 0.858
N -0.902 -0.229 3.496
N 0.111 0.701 3.329
H -1.886 -0.437 6.730
H -1.712 1.140 5.946
H -0.285 0.126 6.216
H -2.848 -2.475 2.665
H 0.942 0.385 3.819
H -0.200 1.583 3.708

The calculation puts the energy at -86314.7348 eV. Its charge is +2. As for the lowest unoccupied orbital energy: -4.85 eV. The calculation puts the HOMO-LUMO gap at 0.298 Eh.

Entry 8:
Here is a molecular structure, C2H2CuF from the OMol25 dataset. Energies are from ωB97M-V with the def2-TZVPD basis set.

Atoms and positions in Å:
F 2.447 -0.090 0.268
C -0.714 -0.622 -0.390
C -1.891 -0.329 -0.381
H 0.386 -0.655 -0.289
H -2.909 0.007 -0.295
Cu 2.681 1.690 1.087

The expectation value of S² is 0.7536. The calculation puts the energy at -49461.3604 eV. Its charge is -1. The spin multiplicity is 2. As for the lowest unoccupied orbital energy (alpha / beta): 3.86 / 3.84 eV. The calculation puts the HOMO-LUMO gap (alpha / beta) at 0.195 / 0.283 Eh.

Entry 9:
Here is 7 unconnected molecules or ions with the total composition C51H54BrCl2F6N3O4P from the OMol25 dataset. Energies are from ωB97M-V with the def2-TZVPD basis set.

Atoms and positions in Å:
C -1.435 3.918 2.797
C -0.252 3.146 2.164
C 0.053 1.818 2.931
Br -0.696 1.752 4.772
C -0.299 0.541 2.206
C 0.419 -0.560 2.461
P 1.874 -0.842 3.564
O 1.690 -1.859 4.595
N -0.188 -1.536 1.644
N 0.078 -2.890 1.470
C -0.552 -3.707 2.517
C -1.143 -5.059 2.158
O -0.651 -3.299 3.646
C 1.495 -3.179 1.251
C 2.041 -2.981 -0.150
O 2.199 -3.600 2.133
C -1.170 -1.020 0.959
C -1.971 -1.837 -0.041
O -1.088 -2.290 -1.056
C -0.747 -1.277 -1.993
N -1.304 0.268 1.297
C -2.283 1.237 0.844
Cl -1.722 1.862 -0.746
C -3.758 0.623 0.818
C -4.675 1.507 1.671
Cl -4.461 0.693 -0.839
H -2.300 3.267 2.933
H -1.766 4.686 2.107
H -1.139 4.404 3.721
H -0.504 2.994 1.119
H 0.571 3.840 2.196
H 1.121 1.789 3.082
H 2.167 0.438 4.076
H 2.921 -1.177 2.678
H -0.737 -5.772 2.871
H -0.991 -5.333 1.120
H -2.202 -4.967 2.396
H 3.106 -3.178 -0.125
H 1.801 -1.992 -0.535
H 1.583 -3.759 -0.759
H -2.759 -1.273 -0.533
H -2.330 -2.743 0.441
H -0.592 -1.734 -2.966
H -1.512 -0.510 -2.128
H 0.162 -0.770 -1.649
H -2.340 2.111 1.474
H -3.758 -0.407 1.156
H -5.625 0.985 1.756
H -4.836 2.436 1.129
H -4.253 1.666 2.664
F 0.413 8.035 3.560
C 0.109 7.913 4.869
C -0.576 8.932 5.500
C -0.890 8.799 6.845
C -0.510 7.658 7.541
C 0.182 6.646 6.889
C 0.490 6.771 5.543
H -0.857 9.816 4.943
H -1.432 9.586 7.351
H -0.753 7.560 8.590
H 0.481 5.758 7.431
H 1.021 5.991 5.013
F -1.191 5.131 0.057
C -1.832 6.114 -0.623
C -1.876 6.056 -2.001
C -2.536 7.061 -2.694
C -3.132 8.107 -2.002
C -3.072 8.148 -0.616
C -2.422 7.142 0.083
H -1.398 5.236 -2.521
H -2.585 7.027 -3.773
H -3.642 8.891 -2.545
H -3.532 8.965 -0.078
H -2.370 7.152 1.164
F 0.444 -1.858 -5.918
C -0.528 -1.100 -6.465
C -0.189 0.079 -7.100
C -1.192 0.855 -7.663
C -2.518 0.452 -7.578
C -2.842 -0.733 -6.933
C -1.843 -1.518 -6.376
H 0.848 0.381 -7.151
H -0.938 1.776 -8.170
H -3.297 1.061 -8.016
H -3.875 -1.047 -6.863
H -2.077 -2.449 -5.877
F 0.788 -5.722 -0.303
C 1.233 -6.951 -0.684
C 1.706 -7.121 -1.967
C 2.165 -8.370 -2.355
C 2.134 -9.430 -1.458
C 1.649 -9.239 -0.171
C 1.199 -7.988 0.225
H 1.714 -6.284 -2.654
H 2.547 -8.517 -3.356
H 2.488 -10.405 -1.763
H 1.621 -10.065 0.527
H 0.826 -7.816 1.226
F 2.054 -6.696 -5.168
C 1.790 -7.616 -6.123
C 2.842 -8.221 -6.780
C 2.568 -9.169 -7.756
C 1.254 -9.489 -8.066
C 0.210 -8.865 -7.397
C 0.477 -7.924 -6.413
H 3.859 -7.952 -6.528
H 3.382 -9.657 -8.274
H 1.044 -10.225 -8.830
H -0.815 -9.111 -7.641
H -0.323 -7.433 -5.874
F 1.959 4.002 3.647
C 3.250 4.064 4.065
C 4.227 4.504 3.197
C 5.540 4.566 3.639
C 5.858 4.179 4.933
C 4.862 3.734 5.791
C 3.545 3.680 5.357
H 3.960 4.795 2.189
H 6.315 4.917 2.972
H 6.884 4.225 5.274
H 5.109 3.430 6.798
H 2.751 3.344 6.014

The calculation puts the energy at -187096.1208 eV. Its charge is +1. As for the lowest unoccupied orbital energy: -2.89 eV. The calculation puts the HOMO-LUMO gap at 0.289 Eh.

Entry 10:
Here is a molecular structure, BaClNiO4 from the OMol25 dataset. Energies are from ωB97M-V with the def2-TZVPD basis set.

Atoms and positions in Å:
Ni 2.823 -2.243 -0.539
Ba 0.388 3.425 0.999
Cl -0.646 -0.193 -0.033
O -1.254 -0.215 1.315
O 0.465 -1.159 -0.392
O -1.690 -0.647 -0.915
O -0.087 1.032 -0.435

The expectation value of S² is 2.0160. The calculation puts the energy at -62406.0110 eV. Its charge is +3. The spin multiplicity is 3. As for the lowest unoccupied orbital energy (alpha / beta): -12.19 / -16.21 eV. The calculation puts the HOMO-LUMO gap (alpha / beta) at 0.354 / 0.174 Eh.

Entry 11:
Here is a molecular structure, C4H6Cl2N2 from the OMol25 dataset. Energies are from ωB97M-V with the def2-TZVPD basis set.

Atoms and positions in Å:
C 0.307 1.338 -1.493
C -0.190 0.173 -0.635
C -0.187 -0.950 1.450
C 0.673 0.076 0.657
H 0.348 2.257 -0.992
H -1.923 -2.019 0.671
H -0.803 -0.469 2.262
H 0.355 -1.686 1.981
H 1.949 -0.013 0.263
H 0.778 1.009 1.293
N -1.248 -0.629 -0.674
N -1.086 -1.642 0.315
Cl 1.866 0.784 -2.227
Cl -0.839 1.770 -2.871

The calculation puts the energy at -32267.4889 eV. Its charge is 0. As for the lowest unoccupied orbital energy: 0.62 eV. The calculation puts the HOMO-LUMO gap at 0.353 Eh.